<i>
This record from the OMol25 dataset describes 2 unconnected molecules or ions with the total composition C5H16NO. The level of theory is the ωB97M-V functional and the def2-TZVPD basis.

The geometry in ORCA input format:
```
! RIJCOSX wB97M-V def2-TZVPD def2/J DEFGRID3
* xyz 1 1
C -1.5354 0.9377 0.6814
C -0.3422 0.1178 0.2973
C -0.5035 -0.1692 -1.1506
C 0.8283 -0.6384 -1.8186
C 0.5064 -0.8428 -3.3344
N 0.9367 0.9990 0.5275
H -1.5334 1.2102 1.7052
H -2.3783 0.2453 0.4053
H -1.5483 1.7373 -0.0530
H -0.1982 -0.8500 0.8989
H -1.3363 -0.9036 -1.2287
H -0.9650 0.7170 -1.7473
H 1.5177 0.2470 -1.8572
H 1.3940 -1.5824 -1.5519
H 1.3781 -1.1113 -3.9778
H -0.1851 -1.7114 -3.4617
H -0.0684 -0.0650 -3.7709
H 0.9136 1.4583 1.4530
H 0.9142 1.8007 -0.1467
H 1.8152 0.4066 0.4707
H -0.1748 -1.2967 4.5394
H 0.1152 0.1962 4.6663
O 0.0076 -0.4903 3.9892
*
```

Output
Lowest unoccupied orbital energy = -3.31 eV
HOMO-LUMO gap = 0.4291 Ha

---

<ii>
This record from the OMol25 dataset describes 2 unconnected molecules or ions with the total composition C5H16NO. The level of theory is the ωB97M-V functional and the def2-TZVPD basis.

The geometry in ORCA input format:
```
! RIJCOSX wB97M-V def2-TZVPD def2/J DEFGRID3
* xyz 1 1
C -0.1891 1.3625 -0.8640
C -0.1756 0.1246 0.0291
C 1.2463 -0.2781 0.4567
C 1.7368 0.5697 1.6379
C 1.3236 -1.7853 0.6885
N -1.1352 1.1620 -2.0013
H 0.8001 1.6003 -1.2468
H -0.4379 2.2641 -0.3088
H -0.5929 -0.6792 -0.5686
H -0.7955 0.3001 0.9023
H 1.9400 -0.0281 -0.3528
H 2.6348 1.1405 1.4005
H 2.0329 -0.0561 2.4868
H 1.0066 1.2462 2.0902
H 0.9498 -2.3508 -0.1651
H 2.3356 -2.0983 0.9314
H 0.6611 -2.0190 1.5302
H -1.3129 2.0156 -2.5309
H -0.8401 0.4162 -2.6346
H -2.0210 0.8142 -1.6092
H -3.8174 -1.1602 -0.1130
H -2.4668 -1.6566 0.3382
O -2.8831 -0.9041 -0.0969
*
```

Output
Lowest unoccupied orbital energy = -3.43 eV
HOMO-LUMO gap = 0.4129 Ha

---

It is <ii> that is most stable; the runner-up trails by 12.3 kcal/mol.